This record from the Open Molecules 2025 dataset describes a molecular structure, C5H3N. The level of theory is wB97M-V/def2-TZVPD.

```
9
Properties=species:S:1:pos:R:3:forces:R:3
C 0.92525 -0.45894 -0.61680 -4.6 -1.1 -2.5
C 2.35339 -1.75629 -0.69177 -0.5 2.3 -0.2
C 2.43748 -0.42612 -0.76348 0.3 0.4 3.6
C 0.06998 0.24415 0.60000 -0.3 -0.6 0.0
C 1.14478 0.97675 0.03392 -0.2 -3.8 -2.5
N 2.40179 0.65715 0.19983 3.7 1.7 -0.3
H 0.20182 -0.81205 -1.41055 1.0 0.7 0.9
H -0.91710 0.15910 0.13038 0.3 1.0 0.2
H 0.02420 0.04542 1.64838 0.3 -0.6 0.7
```
Forces are in eV/Å.

Properties
HOMO in eV: -9.45
Gap between HOMO and LUMO in eV: 8.81
ΔE to the lowest compared entry with this formula, charge and spin in eV: 7.490

This record from the Open Molecules 2025 dataset describes a single C5H3N molecule. The level of theory is wB97M-V/def2-TZVPD.

```
9
Properties=species:S:1:pos:R:3:forces:R:3
C 0.57988 -0.61453 0.11375 1.5 -2.0 1.3
C -1.33058 -1.82728 0.08974 -0.3 0.4 0.3
C -0.89220 -0.58475 0.13227 -0.3 0.5 -1.3
C 1.23305 0.52461 -0.09477 -1.4 -0.4 -0.7
C -2.10383 1.61577 -0.11961 -1.9 3.1 -0.2
N -1.48419 0.66095 -0.08451 1.4 -4.3 0.8
H 1.10163 -1.63417 0.41349 -1.1 2.4 -0.6
H 2.27821 0.50962 0.06820 0.9 0.5 -0.3
H 0.61805 1.34978 -0.51857 1.2 -0.2 0.8
```
Forces are in eV/Å.

Properties
HOMO in eV: -9.94
Gap between HOMO and LUMO in eV: 8.56
ΔE to the lowest compared entry with this formula, charge and spin in eV: 3.813

This record from the Open Molecules 2025 dataset describes a single C5H3N3 molecule. The level of theory is wB97M-V/def2-TZVPD.

```
11
Properties=species:S:1:pos:R:3:forces:R:3
C -1.05756 0.55464 1.31866 0.6 -1.9 0.4
C 0.14793 -1.12024 0.71799 0.5 -0.6 0.1
C 0.13342 -0.10294 -0.44327 -2.6 1.0 3.7
C 0.79596 -0.20582 -1.67025 1.8 0.1 -1.1
C 1.66408 -0.30325 -2.51408 -1.1 0.1 0.5
H -1.86596 2.13065 1.36439 -0.1 -0.9 1.8
H 0.76644 -2.02741 0.76692 -0.4 0.3 -0.3
H 2.35035 -0.33889 -3.33622 -0.2 -0.1 0.2
N -1.73248 1.31282 2.06243 -0.2 1.5 -2.0
N -0.58018 -0.77296 1.70997 0.5 0.9 -0.8
N -0.62199 0.87340 0.02347 1.2 -0.3 -2.5
```
Forces are in eV/Å.

Properties
HOMO in eV: -10.51
Gap between HOMO and LUMO in eV: 8.98
SMILES string: [H]/N=C1/N=CC(C#C)=N1
ΔE to the lowest compared entry with this formula, charge and spin in eV: 2.479

This record from the Open Molecules 2025 dataset describes a molecular structure, C5H3N3. The level of theory is wB97M-V/def2-TZVPD.

```
11
Properties=species:S:1:pos:R:3:forces:R:3
C 0.82433 0.69080 0.03947 1.6 5.4 -1.2
C 1.40215 -1.31339 0.18039 2.3 0.5 1.1
C -0.33361 -0.09076 -0.45624 -2.0 -1.2 2.2
C -1.80882 0.09524 -0.15406 -8.7 -0.6 3.3
C -3.08750 -0.07874 0.36292 6.5 1.8 -1.7
H 0.00664 2.53086 -0.63996 2.8 -2.4 3.0
H 1.86903 -2.33812 0.77458 -1.5 2.9 -2.6
H -4.27328 -0.00261 1.04837 4.6 -0.3 -2.8
N 0.90116 2.00102 0.00897 -2.4 -0.7 -2.4
N 2.04621 -0.10730 0.36956 -6.4 -3.8 -0.7
N -0.03046 -1.32359 -0.52394 3.3 -1.5 1.8
```
Forces are in eV/Å.

Properties
HOMO in eV: -9.86
Gap between HOMO and LUMO in eV: 8.31
ΔE to the lowest compared entry with this formula, charge and spin in eV: 8.088

This record from the Open Molecules 2025 dataset describes a single C5H3N3O molecule. The level of theory is wB97M-V/def2-TZVPD.

```
12
Properties=species:S:1:pos:R:3:forces:R:3
C 0.95871 1.09655 0.26551 0.5 0.8 -0.5
C 0.88139 -1.11103 -0.81445 -1.6 0.9 1.6
C -0.44442 -0.76790 -0.24714 7.7 3.4 -1.6
C -1.75187 0.70038 0.66812 -1.5 1.4 1.7
C -0.42338 0.58597 0.23905 -0.3 -0.1 1.6
H 2.88650 -0.08720 -0.39678 -4.8 0.5 -1.1
H 1.09813 -2.19216 -1.26077 0.2 2.8 0.9
H -2.37492 1.31265 1.46259 1.9 -0.5 -2.2
N 1.69372 0.03538 -0.61411 3.0 -2.8 1.0
N -1.60149 -1.21439 -0.20821 -4.9 -6.2 -2.4
N -2.49057 -0.42531 0.23720 1.2 1.9 1.7
O 1.56820 2.06705 0.66899 -1.3 -2.2 -0.7
```
Forces are in eV/Å.

Properties
HOMO in eV: -9.36
Gap between HOMO and LUMO in eV: 7.40
SMILES string: O=C1NC=C2N=NC=C12
ΔE to the lowest compared entry with this formula, charge and spin in eV: 3.324

This record from the Open Molecules 2025 dataset describes a single C5H3NO molecule. The level of theory is wB97M-V/def2-TZVPD.

```
10
Properties=species:S:1:pos:R:3:forces:R:3
C 1.76973 -0.57747 0.00558 1.7 -2.5 0.7
C 0.92546 0.62927 -0.00589 -1.2 1.0 1.1
C -0.57607 0.50479 -0.08093 2.4 -0.7 -0.1
C -1.72165 0.15884 -0.05060 0.5 0.5 -0.6
C -3.02588 -0.22691 -0.13927 -1.2 -0.7 0.9
H 1.16621 -1.45179 0.22230 -0.1 -1.0 0.0
H 1.15730 1.16618 0.91693 0.1 0.1 0.1
H 1.39592 1.15836 -0.76666 0.1 1.8 -1.6
N -4.08004 -0.67486 0.00876 0.3 0.3 -0.5
O 2.98902 -0.68641 -0.11023 -2.6 1.2 0.0
```
Forces are in eV/Å.

Properties
HOMO in eV: -10.64
Gap between HOMO and LUMO in eV: 10.91
SMILES string: N#CC#CCC=O
ΔE to the lowest compared entry with this formula, charge and spin in eV: 2.138

This record from the Open Molecules 2025 dataset describes 2 unconnected molecules or ions with the total composition C5H3NO. The level of theory is wB97M-V/def2-TZVPD.

```
10
Properties=species:S:1:pos:R:3:forces:R:3
C 1.05701 0.33891 0.97723 0.0 0.7 1.6
C -1.61626 0.93244 -0.92767 -0.1 -1.7 -1.1
C -1.96294 0.95100 0.22057 0.0 1.6 0.4
C 0.94316 -1.71141 -0.24070 0.7 -1.0 1.4
C 1.36305 -0.49242 -0.08627 2.1 1.9 -3.4
N 0.95154 0.98421 1.92859 -0.2 -0.1 -0.5
O 0.81078 -2.84473 -0.16243 -0.8 -0.8 -0.7
H -1.43203 0.49797 -1.90052 0.1 0.7 0.3
H -2.20286 1.46501 1.12540 -0.1 -0.6 0.3
H 2.08856 -0.12099 -0.93420 -1.6 -0.7 1.8
```
Forces are in eV/Å.

Properties
HOMO in eV: -9.87
Gap between HOMO and LUMO in eV: 10.02
SMILES string: N#CC=C=O.C#C
ΔE to the lowest compared entry with this formula, charge and spin in eV: 3.245

This record from the Open Molecules 2025 dataset describes a single C5H3NO molecule. The level of theory is wB97M-V/def2-TZVPD.

```
10
Properties=species:S:1:pos:R:3:forces:R:3
C 2.19152 -0.28844 0.18295 0.9 -0.9 0.0
C 1.85246 1.00243 0.30394 -1.8 1.8 -0.3
C 1.10683 -1.05801 -0.16558 -3.7 0.3 -0.3
C -0.79615 0.22025 -0.18241 -1.7 0.3 0.1
C -2.12241 0.18208 -0.00224 0.2 -0.1 0.0
N -0.08608 -1.03180 -0.25595 3.1 -1.5 -0.1
O -0.03100 1.23307 -0.33167 2.9 0.0 0.5
H 3.20723 -0.59846 0.34342 0.2 0.0 0.0
H -2.66539 1.07489 0.23708 0.0 0.3 0.0
H -2.65701 -0.73601 -0.12954 -0.1 -0.3 0.1
```
Forces are in eV/Å.

Properties
HOMO (spin up / spin down) in eV: -8.63 / -8.62
Gap between HOMO and LUMO (spin up / spin down) in eV: 6.58 / 6.56
ΔE to the lowest compared entry with this formula, charge and spin in eV: 6.332

This record from the Open Molecules 2025 dataset describes a single C5H3NO molecule. The level of theory is wB97M-V/def2-TZVPD.

```
10
Properties=species:S:1:pos:R:3:forces:R:3
N 3.19581 -0.64270 -0.09448 -0.7 0.2 0.2
C 2.07249 -0.42175 0.05902 0.8 -0.2 0.0
C 0.68559 -0.10705 0.16107 -0.2 0.0 -0.1
C 0.20331 1.29515 0.44400 -0.7 0.3 0.0
O -0.97166 1.58027 0.43575 0.8 0.2 0.1
C -1.59110 -0.95794 -0.39738 0.1 -0.3 -0.1
C -0.32643 -0.90959 -0.10385 -0.4 0.4 0.0
H 0.96031 2.06078 0.65846 0.2 -0.1 0.0
H -2.41994 -1.13241 0.28013 0.3 -0.3 0.0
H -1.80839 -0.76477 -1.44272 -0.2 0.0 0.0
```
Forces are in eV/Å.

Properties
HOMO in eV: -10.51
Gap between HOMO and LUMO in eV: 10.07
SMILES string: C=C=C(C#N)C=O
ΔE to the lowest compared entry with this formula, charge and spin in eV: 1.944

This record from the Open Molecules 2025 dataset describes a single C5H3NO2 molecule. The level of theory is wB97M-V/def2-TZVPD.

```
11
Properties=species:S:1:pos:R:3:forces:R:3
C 1.44227 -0.38974 0.01596 1.3 2.2 -0.2
C 1.13558 0.93803 0.02824 0.6 0.8 0.3
C -0.66904 -0.20874 -0.15937 -1.3 1.9 0.8
C -2.10530 -0.44744 -0.06138 -0.3 0.8 0.3
C -3.30048 -0.42102 0.16442 1.1 -0.4 -0.8
H 3.32614 -0.02289 -0.16958 -2.0 -3.6 1.3
H 1.72449 1.85413 0.01991 -0.2 -0.4 0.2
H -4.38127 -0.48342 0.18697 0.7 0.1 0.2
N 0.28478 -1.03815 -0.15490 0.5 -3.3 0.2
O 2.74445 -0.88793 0.14317 0.4 3.2 -1.7
O -0.20163 1.10717 -0.01344 -0.9 -1.4 -0.7
```
Forces are in eV/Å.

Properties
HOMO in eV: -8.83
Gap between HOMO and LUMO in eV: 9.27
SMILES string: C#Cc1nc(O)co1
ΔE to the lowest compared entry with this formula, charge and spin in eV: 2.293

This record from the Open Molecules 2025 dataset describes a gas-phase ion, C5H3NO2S (charge -2). The level of theory is wB97M-V/def2-TZVPD.

```
12
Properties=species:S:1:pos:R:3:forces:R:3
C -1.12499 0.31055 -0.55768 1.8 -0.8 -0.7
C -0.39227 0.43314 1.87058 -1.5 1.0 -1.4
C -0.06149 -0.13367 -1.33014 2.8 1.1 1.5
C 0.72908 -0.05551 2.06358 2.0 -1.9 2.0
C -1.38871 0.42724 0.85186 -3.2 -0.5 1.2
N 1.29034 -0.31209 -1.02268 -4.2 1.2 2.9
O 1.70088 -0.63566 2.53872 -0.4 0.9 -0.8
O -2.67475 0.42243 1.13800 2.8 0.4 -0.2
S 2.57733 -0.64350 -1.98011 1.9 -0.6 -2.1
H -1.99945 0.36824 -1.12926 -1.3 0.2 -0.7
H 1.50880 -0.03153 -0.05568 -0.2 -0.5 -0.7
H -0.16478 -0.14965 -2.38721 -0.5 -0.4 -0.9
```
Forces are in eV/Å.

Properties
HOMO (spin up / spin down) in eV: 0.98 / 0.98
Gap between HOMO and LUMO (spin up / spin down) in eV: 5.01 / 5.01
Charge: -2
SMILES string: O=C=C=C([O-])/C=C\N[S-]
ΔE to the lowest compared entry with this formula, charge and spin in eV: 0.789

This record from the Open Molecules 2025 dataset describes a single C5H3NOS molecule. The level of theory is wB97M-V/def2-TZVPD.

```
11
Properties=species:S:1:pos:R:3:forces:R:3
C -1.05226 0.01211 -0.07171 0.0 0.1 -0.1
C 1.10816 0.18872 0.48888 3.2 -0.4 2.5
C 0.64912 1.48796 0.08713 0.9 3.0 -3.1
C -0.59549 1.38736 -0.33572 -2.8 2.4 1.2
C 2.50318 -0.25314 0.06570 2.1 -4.4 -4.0
H 1.31807 0.36021 1.58615 -0.7 -0.7 -0.3
H 1.24080 2.42277 -0.19141 -0.5 -1.5 1.3
H -1.30312 2.35399 -0.40607 1.6 -2.8 -0.5
N 3.30903 -0.96454 -0.49467 -3.8 4.1 3.3
O 0.06528 -0.72898 0.26686 0.0 0.5 -0.1
S -2.53859 -0.59321 -0.06666 0.0 -0.1 -0.1
```
Forces are in eV/Å.

Properties
HOMO in eV: -9.30
Gap between HOMO and LUMO in eV: 8.59
SMILES string: N#C[C@H]1C=CC(=S)O1
ΔE to the lowest compared entry with this formula, charge and spin in eV: 2.068